Record 1
{"formula": "C29H50O2", "method": "ωB97M-V/def2-TZVPD", "symbols": ["C", "C", "C", "C", "C", "C", "C", "C", "C", "O", "C", "C", "C", "C", "C", "C", "C", "C", "C", "C", "C", "C", "C", "C", "C", "C", "C", "C", "C", "C", "O", "H", "H", "H", "H", "H", "H", "H", "H", "H", "H", "H", "H", "H", "H", "H", "H", "H", "H", "H", "H", "H", "H", "H", "H", "H", "H", "H", "H", "H", "H", "H", "H", "H", "H", "H", "H", "H", "H", "H", "H", "H", "H", "H", "H", "H", "H", "H", "H", "H", "H"], "positions_angstrom": [[3.5322, 3.8705, -2.1535], [2.5332, 2.8271, -2.5862], [2.1556, 1.7837, -1.7478], [2.7457, 1.6214, -0.3751], [1.2030, 0.8576, -2.1901], [0.6323, 0.9693, -3.4549], [1.0374, 1.9927, -4.3088], [0.4671, 2.1160, -5.6907], [1.9819, 2.9147, -3.8672], [2.3539, 3.9129, -4.7331], [-0.4187, -0.0116, -3.8982], [-0.9897, -0.7690, -2.7055], [0.1303, -1.2538, -1.7822], [1.0923, -2.2055, -2.5007], [-0.4326, -1.8850, -0.4962], [-1.0633, -3.2638, -0.6615], [-1.9152, -3.7056, 0.5341], [-1.1492, -4.2427, 1.7524], [-2.0945, -5.0991, 2.5996], [-0.4679, -3.1752, 2.6249], [-1.3744, -2.0422, 3.1043], [-0.7530, -1.2259, 4.2397], [0.5367, -0.4742, 3.8870], [1.0829, 0.2051, 5.1439], [0.3772, 0.5273, 2.7328], [-0.6858, 1.6035, 2.9456], [-0.7002, 2.6495, 1.8280], [-1.1115, 2.1330, 0.4445], [-0.9602, 3.2507, -0.5867], [-2.5501, 1.6201, 0.4399], [0.8620, -0.1271, -1.3001], [3.8127, 3.7365, -1.1155], [4.4423, 3.8124, -2.7548], [3.1109, 4.8732, -2.2534], [2.4666, 2.4544, 0.2693], [3.8326, 1.5685, -0.4233], [2.3730, 0.7059, 0.0718], [-0.5904, 2.3772, -5.6496], [0.5626, 1.1765, -6.2329], [0.9923, 2.8943, -6.2348], [3.0231, 4.4594, -4.3079], [0.0092, -0.7122, -4.6224], [-1.2254, 0.5205, -4.4072], [-1.6314, -0.0984, -2.1294], [-1.5914, -1.6123, -3.0444], [1.6763, -1.6576, -3.2365], [0.5457, -2.9997, -3.0007], [1.7815, -2.6434, -1.7823], [-1.1761, -1.1951, -0.0926], [0.3955, -1.9334, 0.2108], [-0.2880, -4.0102, -0.8422], [-1.7145, -3.2463, -1.5385], [-2.5689, -2.8878, 0.8386], [-2.5605, -4.5159, 0.1840], [-0.3548, -4.9028, 1.3818], [-2.9606, -4.5239, 2.9175], [-1.5852, -5.4714, 3.4856], [-2.4500, -5.9539, 2.0281], [0.3758, -2.7531, 2.0805], [-0.0578, -3.6842, 3.5019], [-2.3118, -2.4624, 3.4745], [-1.6135, -1.3808, 2.2726], [-1.4923, -0.5073, 4.6004], [-0.5323, -1.9023, 5.0704], [1.2826, -1.2103, 3.5657], [0.3477, 0.8816, 5.5727], [1.9815, 0.7730, 4.9130], [1.3336, -0.5386, 5.8976], [1.3418, 1.0190, 2.5812], [0.1528, -0.0229, 1.8196], [-0.4872, 2.1242, 3.8846], [-1.6714, 1.1456, 3.0274], [-1.3852, 3.4532, 2.1138], [0.2990, 3.0859, 1.7501], [-0.4416, 1.3197, 0.1560], [0.0618, 3.6208, -0.6057], [-1.1985, 2.8878, -1.5841], [-1.6251, 4.0804, -0.3522], [-2.6634, 0.7462, 1.0771], [-3.2305, 2.3925, 0.7945], [-2.8506, 1.3429, -0.5689]], "forces_ev_per_a": [[-0.1613, -0.1967, -0.0657], [-0.0275, 0.0692, -0.1487], [-0.1346, -0.1928, -0.0206], [-0.0693, -0.0623, -0.0751], [0.1858, 0.3270, -0.2097], [0.0033, -0.1337, 0.1577], [0.2507, 0.3292, 0.0049], [0.0704, 0.0509, 0.0720], [-0.1753, -0.3678, 0.2385], [0.0991, 0.1334, 0.0362], [-0.0650, -0.0492, 0.1275], [0.2477, 0.0504, 0.0068], [-0.3287, -0.5073, 0.0519], [-0.1228, 0.3349, 0.1887], [0.1671, 0.0256, -0.3618], [-0.1321, 0.2332, 0.1352], [0.3191, -0.2313, -0.1215], [-0.1272, -0.0048, 0.0811], [0.2172, 0.0766, -0.1348], [-0.1283, 0.0442, -0.1665], [0.2169, -0.1014, 0.2236], [0.0790, 0.0021, -0.2675], [-0.0257, 0.0543, 0.1102], [-0.0166, -0.1673, -0.2267], [-0.1804, -0.1036, 0.2063], [0.2322, 0.0730, -0.1632], [-0.0860, -0.2764, -0.0087], [-0.0761, 0.2777, 0.0404], [0.0488, -0.2615, 0.1262], [0.3210, -0.0705, -0.0095], [0.0141, 0.0796, 0.0662], [0.0692, 0.0591, 0.0603], [0.0928, 0.0696, -0.0045], [0.0396, 0.0943, 0.0157], [0.0297, 0.0755, 0.1280], [0.0783, 0.0263, 0.0765], [0.0612, 0.0054, 0.1206], [-0.0954, 0.0051, -0.0777], [-0.0450, -0.0511, -0.0954], [-0.0610, -0.0184, -0.1184], [-0.0493, -0.0216, -0.0693], [-0.0506, 0.0101, -0.0609], [0.0364, -0.0516, -0.0675], [-0.0567, -0.0184, 0.0619], [-0.0377, -0.0134, 0.0434], [0.0501, 0.0037, -0.1158], [-0.0448, -0.1278, -0.0763], [0.0778, -0.0667, 0.0652], [-0.0316, 0.1198, 0.0931], [0.0302, 0.0683, 0.0589], [0.0143, -0.0790, -0.0952], [0.0242, -0.0657, -0.0833], [-0.1463, 0.0502, 0.0219], [-0.0771, 0.0302, 0.0354], [-0.0312, 0.0127, -0.0256], [-0.1446, 0.0386, 0.0680], [0.0125, -0.0586, 0.1352], [-0.0779, -0.0804, -0.0322], [0.1235, 0.0129, 0.0558], [0.0999, 0.0004, 0.0328], [-0.1025, 0.0372, -0.0765], [-0.1333, 0.0645, -0.1094], [-0.0157, 0.0340, 0.1034], [-0.0385, 0.0026, 0.0824], [-0.0134, 0.0019, 0.0024], [-0.0672, 0.1047, 0.0878], [0.1175, 0.0989, 0.0306], [0.0261, -0.0391, 0.1159], [0.0705, 0.0038, -0.1031], [0.0450, -0.0402, -0.1793], [-0.0864, -0.0303, 0.0809], [-0.1047, -0.0202, 0.0968], [0.0071, 0.1112, -0.0386], [0.0597, 0.1004, 0.0176], [-0.0019, -0.0421, -0.0054], [0.1461, 0.1014, -0.0368], [-0.0287, -0.0012, -0.1688], [-0.0929, 0.1355, 0.0222], [-0.0960, -0.1347, 0.0831], [-0.1166, 0.1004, 0.0493], [-0.0803, -0.0533, -0.0986]], "lowdin_charge": [-0.029, -0.163, -0.151, -0.024, -0.176, -0.110, -0.154, -0.024, -0.227, 0.048, -0.122, -0.098, -0.488, 0.011, -0.125, -0.174, -0.175, -0.373, -0.077, -0.175, -0.191, -0.182, -0.380, -0.075, -0.169, -0.190, -0.182, -0.430, -0.067, -0.067, -0.036, 0.067, 0.093, 0.090, 0.079, 0.087, 0.071, 0.087, 0.085, 0.074, 0.082, 0.124, 0.118, 0.119, 0.120, 0.089, 0.091, 0.095, 0.110, 0.112, 0.114, 0.108, 0.113, 0.111, 0.136, 0.074, 0.077, 0.075, 0.095, 0.117, 0.111, 0.087, 0.111, 0.116, 0.130, 0.072, 0.078, 0.076, 0.115, 0.091, 0.109, 0.101, 0.117, 0.108, 0.104, 0.070, 0.074, 0.081, 0.060, 0.084, 0.068], "molar_mass_da": 430.7, "homo_ev": -7.6, "smiles": "Cc1c(C)c2c(c(C)c1O)CC[C@](C)(CCC[C@H](C)CCC[C@H](C)CCCC(C)C)O2", "lumo_energy_ev": 0.7, "gap_ha": 0.3033}

Record 2
{"formula": "C29H50P2Re", "method": "ωB97M-V/def2-TZVPD", "symbols": ["Re", "C", "C", "C", "C", "C", "C", "H", "H", "H", "C", "H", "H", "H", "C", "H", "H", "H", "C", "H", "H", "H", "C", "H", "H", "H", "C", "C", "C", "C", "C", "C", "C", "C", "H", "H", "H", "H", "H", "H", "H", "H", "H", "H", "H", "H", "P", "C", "C", "P", "C", "C", "C", "H", "H", "H", "H", "H", "H", "H", "H", "H", "H", "H", "H", "H", "H", "C", "C", "C", "C", "C", "C", "H", "H", "H", "H", "H", "H", "H", "H", "H"], "positions_angstrom": [[-0.2178, 0.0913, 0.9443], [0.3659, -0.1644, 3.2300], [-0.2609, 1.1020, 3.0341], [-1.7439, -0.5561, 2.3324], [-0.5103, -1.1894, 2.7344], [-1.5863, 0.8638, 2.5352], [1.6373, -0.4105, 3.9784], [2.1299, 0.5320, 4.2524], [2.3439, -1.0365, 3.4074], [1.4329, -0.9598, 4.9132], [-0.1899, -2.6498, 2.7717], [0.8396, -2.8009, 3.1317], [-0.2649, -3.0856, 1.7662], [-0.8843, -3.2018, 3.4285], [-3.0272, -1.2064, 1.9232], [-3.3498, -1.9284, 2.6940], [-2.9016, -1.7547, 0.9828], [-3.8150, -0.4552, 1.7797], [-2.6894, 1.8758, 2.5033], [-3.3562, 1.7478, 3.3699], [-3.3244, 1.7638, 1.6153], [-2.2858, 2.8954, 2.5302], [0.2688, 2.4331, 3.4719], [-0.0397, 2.6602, 4.5028], [-0.1033, 3.2382, 2.8320], [1.3640, 2.4466, 3.4406], [2.4661, 0.9521, -2.6352], [3.1506, 1.2195, -1.4327], [3.4745, 2.6632, -1.0633], [2.3930, 3.7324, -1.3721], [0.9531, 3.2880, -1.2891], [0.1822, 2.9808, -2.3875], [0.7142, 2.4930, -3.6758], [2.1826, 1.9307, -3.7073], [4.4278, 2.9438, -1.5460], [2.6407, 4.2895, -2.3090], [3.6912, 2.7797, 0.0039], [2.8983, 2.7671, -3.8271], [2.3390, -0.1062, -2.9006], [3.9659, 0.5010, -1.1740], [2.2477, 1.3883, -4.6729], [0.0536, 1.7079, -4.0694], [-0.8684, 3.3031, -2.4352], [0.6317, 3.3216, -4.4026], [2.5168, 4.5349, -0.6209], [0.4304, 3.4370, -0.3312], [2.0472, -0.1457, -0.0111], [2.4969, -1.7445, -0.6280], [2.9353, 0.8926, 1.1767], [-1.5648, 1.1428, -0.6033], [0.5474, 0.4203, -0.9444], [-2.2000, 2.8226, -0.3594], [-2.3529, 0.3137, -1.9829], [1.6153, -2.3897, -0.7635], [3.1898, -2.2269, 0.0795], [3.0030, -1.6031, -1.5926], [2.5668, 1.9310, 1.0685], [4.0100, 0.8054, 0.9062], [2.7838, 0.5822, 2.2128], [-1.9245, 0.6356, -2.9509], [-3.4362, 0.5326, -1.9605], [-2.2195, -0.7804, -1.8901], [0.2909, -0.2305, -1.7756], [0.9336, 1.4158, -1.1425], [-3.2090, 2.7074, 0.0767], [-2.3072, 3.4263, -1.2713], [-1.5707, 3.3798, 0.3635], [-2.7653, -4.4029, -0.0783], [-1.6572, -3.9730, -1.0348], [-0.5017, -4.9771, -1.0224], [-2.2314, -3.8712, -2.4514], [-1.1757, -2.6486, -0.5761], [-0.7237, -1.6057, -0.0951], [-3.1616, -5.3913, -0.3197], [-3.5835, -3.6774, -0.1364], [-2.3866, -4.4313, 0.9489], [-0.8195, -5.9734, -1.3470], [0.2829, -4.6404, -1.7085], [-0.0878, -5.0874, -0.0136], [-3.0619, -3.1572, -2.5000], [-1.4690, -3.5746, -3.1809], [-2.6157, -4.8545, -2.7502]], "forces_ev_per_a": [[0.0959, -0.5810, -0.4626], [-0.4515, -0.0499, -0.3348], [-0.4259, 0.0273, 0.4623], [-0.6215, 0.1721, 0.4845], [0.0352, -0.1196, 0.4099], [0.0811, -0.1350, 0.4861], [0.4867, -0.1691, -0.0733], [-0.0994, -0.3143, -0.0571], [-0.2141, 0.2076, 0.2718], [-0.0874, 0.2438, -0.3497], [-0.0605, -0.4461, 0.0864], [-0.4180, -0.0328, -0.0400], [-0.0323, 0.0716, 0.3475], [0.3128, 0.2540, -0.1558], [-0.2233, -0.4068, 0.1005], [0.0137, 0.3536, -0.2746], [-0.0888, 0.0814, 0.3157], [0.1718, -0.2433, 0.1523], [-0.2983, 0.0836, -0.0810], [0.3568, -0.0117, -0.1148], [0.1947, -0.0257, 0.5451], [-0.2306, -0.2561, -0.0201], [0.1732, 0.0529, -0.0040], [0.0635, -0.0989, -0.2346], [0.0815, -0.0771, 0.0988], [-0.2071, 0.0966, 0.0358], [1.9103, -0.1068, -0.5127], [0.8489, -0.4088, -1.0725], [0.0824, 0.3256, 0.3637], [0.7216, 0.3508, -0.0635], [-1.4989, 1.0380, -1.6855], [0.9731, 1.6497, 1.3201], [0.4854, 0.2335, -0.9096], [-0.8223, 0.4492, -1.1449], [-0.3113, -0.2653, -0.0253], [-0.5503, -0.8032, 0.4714], [0.2612, -0.2840, -0.4691], [-0.2320, -0.5408, 0.6233], [-0.0947, 0.4764, 0.0773], [-0.4290, 0.4533, -0.4026], [-0.0061, 0.1846, 0.5103], [-0.0144, 0.1246, 0.1448], [0.4113, -0.9041, 0.3547], [0.0933, -0.3577, 0.0122], [-0.1260, -0.4367, -0.1580], [0.2979, 0.3408, -0.4640], [-0.7384, 0.5937, -0.1133], [1.2610, -0.8634, 0.3526], [0.7304, -0.3030, 0.9396], [-0.3097, 0.2125, 0.2715], [0.0770, 1.1706, 0.8470], [-0.5251, 0.5185, 0.0592], [-0.5590, -0.2347, -0.5735], [0.0875, 0.4800, 0.2111], [-0.1387, -0.0696, -0.3753], [0.0363, -0.2040, 0.2473], [0.1128, -0.8078, 0.0856], [-0.5256, 0.3396, 0.3870], [0.1031, -0.0312, -0.3745], [-0.3236, 0.0001, 0.3675], [0.4214, -0.0234, -0.1765], [0.0109, 0.6171, 0.0943], [0.5584, -0.0309, -0.1642], [-1.0007, -0.5634, -0.4773], [0.4355, 0.3162, -0.3101], [-0.0008, -0.3731, 0.2638], [-0.4111, -0.4497, -0.4070], [-0.1776, 0.1095, 0.3533], [-0.0549, 0.0515, -0.2879], [0.2543, -0.0559, 0.0867], [-0.0831, -0.0861, -0.2559], [0.9912, 1.1531, 0.5760], [-0.7991, -1.8034, -0.2741], [0.1014, 0.0640, -0.1152], [-0.0070, -0.1905, 0.1278], [-0.1317, -0.0080, -0.0693], [-0.1228, 0.2051, -0.0125], [0.0164, -0.1035, 0.1407], [0.0199, 0.0829, -0.1548], [0.1200, -0.1019, 0.0237], [-0.0885, -0.0195, 0.1302], [0.0516, 0.2126, 0.0124]], "mulliken_spin": [0.554, -0.150, 0.453, 0.012, 0.065, -0.142, -0.024, -0.001, -0.001, -0.001, 0.027, -0.004, -0.002, 0.000, 0.034, 0.000, -0.014, 0.009, -0.024, 0.000, -0.008, -0.003, 0.039, 0.006, -0.008, -0.007, 0.327, 0.094, 0.048, -0.022, 0.166, 0.066, 0.044, 0.042, -0.003, 0.002, 0.013, 0.004, 0.005, 0.028, 0.001, -0.004, -0.014, 0.000, -0.004, -0.092, 0.248, 0.001, 0.164, 0.485, 0.566, -0.002, 0.034, 0.001, 0.007, 0.006, -0.044, 0.002, 0.007, 0.016, 0.015, -0.007, -0.052, -0.031, 0.016, 0.006, -0.007, 0.003, -0.008, 0.004, 0.003, -0.028, 0.087, 0.001, 0.000, -0.001, 0.001, -0.002, 0.000, 0.000, -0.001, 0.000], "charge": 2, "multiplicity": 4, "molar_mass_da": 646.9, "homo_ev": [-12.5, -13.4], "s_squared": 3.788, "lumo_energy_ev": [-6.8, -8.3], "gap_ha": [0.2100, 0.1883]}